1.
ORCA calculation (ωB97M-V/def2-TZVPD) on a structure of composition C20H37As3AuFN4.

The geometry in XYZ format:
```
66
Properties=species:S:1:pos:R:3:lowdin_charge:R:1
Au 0.442 0.036 1.170 0.51
C -0.368 -2.910 -0.340 -0.29
As -1.372 -1.216 -0.118 1.02
C -3.115 -1.860 0.561 -0.27
C -1.522 -0.685 -2.031 -0.34
C -2.004 0.703 -2.519 -0.70
C -3.500 0.882 -2.267 -0.04
C -1.192 1.796 -1.843 -0.35
As -0.939 1.852 0.138 1.05
C -0.326 3.824 0.173 -0.24
C -2.711 2.249 0.940 -0.27
C -1.776 0.682 -4.026 -0.29
As 0.096 0.770 -4.802 1.40
C -0.033 2.250 -6.253 -0.21
C -0.094 -0.759 -6.108 -0.27
H -0.967 -3.814 -0.611 0.05
H 0.142 -3.138 0.601 0.02
H 0.474 -2.752 -1.003 0.01
H -3.430 -2.794 0.028 0.05
H -3.837 -1.076 0.313 0.01
H -3.036 -2.043 1.650 0.04
H -2.025 -1.598 -2.452 0.10
H -0.433 -0.757 -2.370 0.07
H -3.797 0.675 -1.253 0.05
H -4.065 0.156 -2.879 0.11
H -3.837 1.910 -2.474 0.11
H -1.501 2.779 -2.158 0.08
H -0.148 1.703 -2.192 0.04
H -1.254 4.430 0.220 0.03
H 0.250 4.038 -0.720 0.02
H 0.191 4.040 1.090 0.02
H -3.528 2.171 0.212 0.02
H -2.729 3.278 1.223 0.00
H -2.857 1.700 1.911 0.05
H -2.173 1.662 -4.443 0.11
H -2.230 -0.129 -4.616 0.10
H 0.192 3.228 -5.804 0.03
H -1.049 2.299 -6.693 0.06
H 0.666 2.038 -7.050 0.03
H -0.340 -1.658 -5.511 0.03
H 0.879 -0.970 -6.560 0.04
H -0.922 -0.701 -6.856 0.07
F 5.408 -4.484 1.755 0.02
C 4.770 -3.240 1.613 -0.19
C 4.439 -2.616 2.820 0.01
C 3.813 -1.394 2.709 -0.04
C 3.263 -0.921 1.477 -0.31
C 2.490 0.307 1.527 -0.27
C 3.684 -1.613 0.324 -0.07
C 4.508 -2.705 0.324 0.00
H 4.460 -3.096 3.813 0.14
H 3.756 -0.742 3.512 0.09
H 2.784 1.009 0.768 0.04
H 2.647 0.780 2.500 0.05
H 3.389 -1.155 -0.625 0.11
H 4.862 -3.174 -0.579 0.12
N 1.360 -0.066 7.802 0.18
C 0.737 0.036 6.609 -0.48
N -0.236 0.982 6.507 0.18
N 1.182 -0.718 5.637 0.13
C 0.775 -0.574 4.403 -0.30
N 0.454 -0.723 3.269 0.05
H 0.884 0.347 8.568 0.10
H 1.772 -0.983 8.031 0.14
H -0.641 1.400 7.318 0.11
H -0.783 1.053 5.641 0.12
```

Properties
Energy relative to the best compared isomer or geometry (same formula, charge and spin) ... 214.59 kJ/mol
2S+1 ... 3
Charge ... +2

2.
ORCA calculation (ωB97M-V/def2-TZVPD) on a structure of composition C20H37AsF3N4O4S2Tl.

The geometry in XYZ format:
```
72
Properties=species:S:1:pos:R:3:lowdin_charge:R:1
Tl 0.402 -0.263 -0.381 0.72
N -1.589 -1.976 0.613 -0.05
C -2.113 -1.911 1.965 -0.27
C -1.072 -1.344 2.917 -0.21
N -0.708 0.049 2.682 -0.19
C 0.480 0.403 3.456 -0.20
C 1.742 -0.304 2.944 -0.30
N 2.711 0.676 2.424 -0.01
C -1.832 0.957 2.912 -0.21
C -2.523 1.404 1.629 -0.28
N -1.785 2.513 1.010 0.01
H -2.297 -2.228 -0.064 0.07
H -0.812 -2.639 0.550 -0.05
H -2.408 -2.894 2.362 0.11
H -3.014 -1.291 1.980 0.10
H -0.174 -1.958 2.829 0.09
H -1.455 -1.459 3.952 0.12
H 0.318 0.205 4.533 0.11
H 0.636 1.478 3.353 0.11
H 1.467 -1.032 2.175 0.00
H 2.221 -0.861 3.754 0.11
H 3.398 0.163 1.875 0.05
H 2.230 1.240 1.725 -0.05
H -1.460 1.856 3.411 0.11
H -2.564 0.499 3.598 0.11
H -3.534 1.748 1.876 0.10
H -2.612 0.560 0.941 0.07
H -0.789 2.320 1.087 0.01
H -1.971 2.487 0.009 0.04
C 2.832 4.822 -0.491 -0.37
As 2.097 2.996 -0.348 1.02
C 3.701 2.053 -0.946 -0.32
C 1.147 3.022 -2.063 -0.34
H 3.324 4.965 -1.456 0.01
H 3.555 4.988 0.308 0.00
H 2.028 5.552 -0.387 0.00
H 4.001 2.399 -1.937 0.02
H 3.507 0.977 -0.965 -0.01
H 4.509 2.237 -0.236 0.02
H 1.789 3.444 -2.839 0.02
H 0.238 3.618 -1.976 0.02
H 0.861 2.010 -2.352 -0.02
C -0.570 -2.204 -4.147 -0.09
C 0.357 -1.303 -4.943 -0.34
O 1.236 -0.558 -4.136 -0.11
H -1.199 -2.787 -4.827 0.06
H -1.208 -1.604 -3.495 0.04
H 0.008 -2.886 -3.520 0.06
H -0.232 -0.581 -5.518 0.09
H 0.926 -1.905 -5.670 0.10
H 1.474 -1.089 -3.355 0.02
O 3.250 -1.225 -0.279 -0.53
S 2.647 -2.465 -0.803 -0.03
O 3.633 -3.424 -1.279 -0.44
O 1.669 -2.106 -1.888 -0.59
S 1.534 -3.299 0.685 0.17
F -7.437 3.797 -5.815 0.11
C -6.980 2.566 -6.155 -0.58
F -6.620 2.644 -7.451 0.11
F -8.069 1.760 -6.109 0.11
C -5.880 2.094 -5.270 -0.16
C -4.601 1.863 -5.760 -0.03
C -3.597 1.435 -4.909 -0.02
C -3.838 1.219 -3.542 -0.27
C -5.141 1.462 -3.071 -0.03
C -6.142 1.891 -3.918 -0.04
C -2.802 0.776 -2.674 -0.22
C -1.906 0.349 -1.943 -0.12
H -4.391 2.019 -6.810 0.11
H -2.599 1.252 -5.285 0.11
H -5.344 1.305 -2.019 0.11
H -7.140 2.071 -3.534 0.11
```

Properties
Energy relative to the best compared isomer or geometry (same formula, charge and spin) ... 0.00 kJ/mol
2S+1 ... 1
Charge ... -2

3.
ORCA calculation (ωB97M-V/def2-TZVPD) on a cluster of 8 separate species, C20H37B2Br4F8NO3 in total.

The geometry in XYZ format:
```
75
Properties=species:S:1:pos:R:3:lowdin_charge:R:1
B -0.705 -5.618 -1.555 -1.23
F -0.223 -5.556 -2.886 0.06
F 0.353 -6.116 -0.714 0.03
F -1.121 -4.343 -1.136 0.10
F -1.781 -6.522 -1.441 0.07
B -0.547 -0.580 0.302 -1.25
F 0.523 -0.473 1.211 0.10
F -0.667 0.673 -0.387 0.06
F -0.320 -1.639 -0.576 0.12
F -1.755 -0.791 1.015 0.08
C 1.819 0.769 4.647 -0.15
C 2.531 -0.504 5.100 -0.16
C 1.392 -1.524 5.218 -0.22
O 0.434 -1.132 4.256 -0.13
C 0.420 0.298 4.226 -0.21
H 2.315 1.186 3.768 0.09
H 1.783 1.559 5.398 0.10
H 3.077 -0.399 6.039 0.10
H 3.207 -0.874 4.330 0.11
H 0.869 -1.471 6.185 0.11
H 1.751 -2.532 5.021 0.12
H -0.404 0.606 4.882 0.07
H 0.169 0.594 3.210 0.09
C -3.552 -2.121 -2.129 -0.14
C -4.030 -2.145 -0.660 -0.15
C -4.254 -3.625 -0.342 -0.22
O -4.404 -4.303 -1.564 -0.14
C -3.959 -3.511 -2.661 -0.19
H -2.479 -1.951 -2.160 0.10
H -4.115 -1.314 -2.597 0.09
H -4.987 -1.613 -0.593 0.10
H -3.335 -1.683 0.039 0.09
H -5.130 -3.747 0.303 0.10
H -3.386 -4.010 0.205 0.12
H -4.813 -3.420 -3.339 0.10
H -3.075 -3.983 -3.092 0.11
C 2.421 3.558 -2.956 -0.16
C 1.615 2.281 -2.789 -0.16
C 0.158 2.802 -2.746 -0.19
O 0.205 4.196 -3.023 -0.15
C 1.428 4.432 -3.720 -0.22
H 3.374 3.424 -3.469 0.11
H 2.560 4.052 -1.995 0.11
H 1.949 1.685 -1.941 0.08
H 1.694 1.623 -3.659 0.10
H -0.373 2.552 -1.830 0.09
H -0.390 2.273 -3.539 0.11
H 1.672 5.489 -3.597 0.11
H 1.276 4.194 -4.779 0.11
Br -2.275 4.122 0.799 0.62
C -2.507 2.406 1.705 -0.69
C -3.325 2.619 2.952 -0.70
Br -3.219 1.050 4.091 0.67
H -1.532 1.981 1.942 0.04
H -2.896 1.707 0.969 0.06
H -4.367 2.802 2.711 0.05
H -2.887 3.433 3.520 0.04
Br 2.935 -1.550 -1.280 0.68
C 1.720 -2.150 -2.673 -0.66
C 2.256 -2.039 -4.070 -0.67
Br 3.937 -3.001 -4.377 0.54
H 0.902 -1.435 -2.600 0.05
H 1.377 -3.135 -2.371 0.06
H 2.475 -0.997 -4.293 0.04
H 1.578 -2.447 -4.811 0.06
N 1.744 2.072 0.661 0.03
C 2.929 1.456 0.905 -0.16
C 3.817 2.418 1.328 -0.12
C 3.125 3.666 1.315 -0.13
C 1.843 3.400 0.889 -0.16
H 0.910 1.589 0.347 0.11
H 2.935 0.382 0.809 0.06
H 4.814 2.238 1.699 0.08
H 3.537 4.626 1.582 0.07
H 0.984 4.038 0.774 0.08
```

Properties
2S+1 ... 1
Charge ... -2

4.
ORCA calculation (ωB97M-V/def2-TZVPD) on the ion C20H37BIO5S with charge -1.

The geometry in XYZ format:
```
65
Properties=species:S:1:pos:R:3:lowdin_charge:R:1
C 0.370 -0.568 -4.561 -0.12
C -0.569 -1.673 -4.060 -0.26
C -2.038 -1.381 -4.442 -0.22
C -2.850 -0.799 -3.275 -0.22
C -3.421 -1.916 -2.390 -0.22
C -3.937 -1.460 -1.011 -0.20
C -3.645 -2.456 0.133 -0.20
C -3.113 -1.838 1.442 -0.20
C -2.103 -2.734 2.191 -0.20
C -0.734 -2.109 2.518 -0.21
C -0.091 -1.176 1.488 -0.22
C 1.333 -0.776 1.948 -0.11
B 1.669 0.799 1.724 -0.80
C 1.442 1.276 0.181 -0.06
C 2.081 0.382 -0.868 -0.17
O 3.513 0.628 -0.942 -0.01
C 3.988 0.811 -2.182 -0.57
C 3.587 2.115 -2.840 0.02
O 4.722 0.038 -2.708 0.12
O 3.025 1.179 2.259 -0.05
C 2.894 2.289 3.033 -0.66
S 2.981 3.895 2.049 0.77
C 1.479 2.138 3.656 -0.79
I 1.823 0.690 5.373 0.79
C 0.789 3.321 4.338 -0.20
C 1.683 4.252 5.109 -0.31
O 1.303 4.836 6.077 0.04
O 0.752 1.625 2.665 -0.02
H 1.407 -0.778 -4.293 0.07
H 0.079 0.384 -4.105 0.07
H 0.289 -0.477 -5.648 0.07
H -0.261 -2.632 -4.482 0.10
H -0.482 -1.716 -2.968 0.10
H -2.514 -2.316 -4.754 0.10
H -2.044 -0.686 -5.288 0.10
H -3.659 -0.161 -3.645 0.11
H -2.206 -0.167 -2.649 0.11
H -4.237 -2.388 -2.950 0.11
H -2.646 -2.682 -2.264 0.10
H -3.500 -0.486 -0.768 0.10
H -5.019 -1.313 -1.092 0.10
H -4.582 -2.970 0.376 0.10
H -2.968 -3.240 -0.225 0.09
H -2.698 -0.843 1.261 0.09
H -3.978 -1.691 2.097 0.10
H -1.957 -3.671 1.641 0.10
H -2.546 -3.025 3.150 0.10
H -0.034 -2.938 2.692 0.11
H -0.790 -1.567 3.469 0.11
H -0.694 -0.260 1.438 0.09
H -0.096 -1.626 0.487 0.11
H 1.404 -1.009 3.014 0.03
H 2.078 -1.417 1.457 0.10
H 0.360 1.293 -0.023 0.11
H 1.808 2.293 -0.002 0.07
H 1.959 -0.683 -0.661 0.12
H 1.638 0.570 -1.857 0.11
H 3.007 2.742 -2.166 0.08
H 3.022 1.892 -3.748 0.08
H 4.505 2.636 -3.119 0.09
H 3.711 2.418 3.745 0.09
H 1.723 3.887 1.589 -0.13
H 0.059 2.958 5.064 0.09
H 0.225 3.868 3.574 0.13
H 2.709 4.416 4.750 0.09
```

Properties
2S+1 ... 1
Charge ... -1

| no. | energy (Ha) | maximum force (eV/A) |
| --- | --- | --- |
| 1 | -7945.465825 | 4.063 |
| 2 | -4808.521930 | 0.412 |
| 3 | -12209.972253 | 1.129 |
| 4 | -1881.332157 | 1.361 |